No. 1
DFT (ωB97M-V with the def2-TZVPD basis set) results for one molecule with the formula C4H8O2Si.

Geometry as XYZ:
```
15
Properties=species:S:1:pos:R:3:forces:R:3:nbo_charge:R:1
O -0.091 -1.249 0.056 1.88 -0.60 0.29 -0.49
H 0.244 1.680 1.247 -0.86 0.72 1.45 -0.20
O 2.334 -0.586 0.233 -2.75 -3.83 -0.37 -0.35
C 1.269 -1.320 0.145 0.15 -1.47 0.18 0.53
C 2.394 0.763 0.309 -1.22 2.16 -1.92 -0.57
C -2.219 -0.263 0.163 -1.00 -1.12 0.53 -0.65
H -0.929 -0.167 -1.448 0.17 -0.41 -1.50 0.17
H 0.176 2.378 -1.003 0.54 0.10 -0.01 -0.17
C -0.905 -0.148 -0.395 4.85 2.94 -1.25 -0.17
H 1.463 -2.366 0.104 0.69 -0.50 0.38 0.16
Si 0.632 1.318 -0.056 -1.94 0.81 -0.22 0.89
H -2.884 0.570 0.067 -0.13 0.48 -0.24 0.24
H -2.698 -1.204 -0.155 -0.05 0.37 -0.16 0.21
H 3.165 1.006 -0.424 0.25 0.44 0.42 0.18
H -1.951 -0.412 1.157 -0.59 -0.09 2.42 0.22
```
Positions in Å, forces in eV/Å.

2S+1 = 1
HOMO-LUMO gap (alpha / beta) = 0.2770 / 0.2770 Eh

=====

No. 2
DFT (ωB97M-V with the def2-TZVPD basis set) results for a 2-piece molecular cluster, C4H8O2Si overall.

Geometry as XYZ:
```
15
Properties=species:S:1:pos:R:3:forces:R:3:nbo_charge:R:1
C -1.215 2.577 0.966 1.41 1.05 -0.61 -0.24
H 3.914 -1.391 -0.308 3.16 -0.40 -1.17 0.18
H -2.946 1.869 2.182 -0.38 0.05 0.13 0.23
H -2.454 -1.057 -0.047 0.51 0.39 -0.09 0.18
H 2.578 -2.381 0.060 -0.94 -1.80 -0.13 0.18
Si 0.767 -0.092 -1.342 -0.13 0.81 -0.79 1.31
C 2.950 -1.416 -0.006 -1.28 2.61 2.71 -0.22
C -2.169 2.292 1.607 -0.87 -0.82 0.63 -0.23
O -0.490 -0.695 -0.451 3.60 -0.07 1.71 -0.94
H -2.164 0.457 -0.896 0.18 0.65 -0.10 0.18
C -1.786 -0.541 -0.772 -2.88 -1.95 -1.09 -0.25
H 3.000 -0.968 1.029 -0.34 -0.56 -0.78 0.17
O 2.257 -0.537 -0.846 -1.03 -0.21 -0.15 -0.95
H -1.892 -1.134 -1.694 -0.85 0.51 -0.13 0.17
H -0.351 3.017 0.517 -0.14 -0.27 -0.16 0.24
```
Positions in Å, forces in eV/Å.

2S+1 = 1
HOMO-LUMO gap = 0.3397 Eh

=====

No. 3
DFT (ωB97M-V with the def2-TZVPD basis set) results for C4H8O3 as an isolated structure.

Geometry as XYZ:
```
15
Properties=species:S:1:pos:R:3:forces:R:3:nbo_charge:R:1
H 1.156 -0.378 1.265 -0.01 -0.10 0.03 0.24
O 0.735 -0.107 -1.840 -0.97 -0.92 0.59 -0.65
H -0.550 1.961 0.118 0.13 0.21 0.14 0.13
C 0.473 1.656 0.373 -0.97 -1.74 0.20 0.10
C -0.259 -0.429 -1.126 0.58 -0.09 -1.04 0.41
H -1.238 0.037 -1.304 0.00 0.26 0.11 0.14
C 0.158 -0.251 0.862 0.33 1.36 0.59 -0.52
H 0.535 -2.167 -0.160 -0.04 0.05 0.12 0.21
O -1.448 -2.083 0.264 0.12 0.28 -0.06 -0.69
H 1.231 0.952 -1.347 0.10 1.72 1.28 0.49
C -0.243 -1.418 -0.030 0.28 0.10 -0.55 -0.02
H -2.140 -1.437 0.453 0.08 -0.03 0.02 0.47
H 0.786 1.938 1.380 -0.12 -0.05 -0.08 0.17
O 1.387 1.798 -0.546 0.53 -1.00 -1.41 -0.72
H -0.582 -0.072 1.637 -0.03 -0.07 0.04 0.22
```
Positions in Å, forces in eV/Å.

2S+1 = 1
HOMO-LUMO gap = 0.3584 Eh

=====

No. 4
DFT (ωB97M-V with the def2-TZVPD basis set) results for a 2-piece molecular cluster, C4H8O3 overall.

Geometry as XYZ:
```
15
Properties=species:S:1:pos:R:3:forces:R:3:nbo_charge:R:1
C -0.668 -0.443 -0.016 -0.07 -0.16 0.14 -0.20
H 2.334 0.519 0.222 -0.13 -0.08 -0.04 0.25
H -1.405 -0.035 0.676 0.13 0.05 -0.08 0.24
H 2.671 -1.206 0.372 -0.08 0.08 -0.04 0.24
C 1.951 -0.481 -0.013 0.07 -0.03 0.02 -0.73
C -1.602 0.741 -1.799 -0.28 -0.05 -0.02 0.65
H -1.040 -1.423 -0.337 -0.02 0.06 -0.07 0.22
C 0.641 -0.687 0.705 0.03 -0.21 0.44 0.58
O -2.714 0.454 -1.453 0.41 0.06 -0.13 -0.57
H -0.288 0.929 2.534 -0.05 0.16 0.04 0.02
O 0.580 -1.085 1.850 0.18 0.04 -0.57 -0.54
O -0.476 0.404 -1.150 -0.07 -0.04 -0.10 -0.51
H -0.496 1.566 2.213 -0.02 0.09 0.10 -0.03
H 1.859 -0.560 -1.098 -0.03 0.01 0.16 0.23
H -1.346 1.308 -2.706 -0.04 0.01 0.16 0.13
```
Positions in Å, forces in eV/Å.

2S+1 = 1
HOMO-LUMO gap = 0.4030 Eh
SMILES string = CC(=O)COC=O.[H][H]

=====

No. 5
DFT (ωB97M-V with the def2-TZVPD basis set) results for one molecule with the formula C4H8O3.

Geometry as XYZ:
```
15
Properties=species:S:1:pos:R:3:forces:R:3:nbo_charge:R:1
H 0.880 0.064 2.088 -0.02 -0.05 -0.16 0.22
O 2.047 -0.186 0.470 0.10 -0.06 0.00 -0.52
C -2.553 0.663 -0.084 -0.23 0.08 -0.08 -0.26
O -1.503 0.038 0.658 0.17 -0.01 -0.02 -0.51
C 0.800 -0.336 1.070 -0.17 0.05 0.14 -0.17
H -3.476 0.241 0.311 0.07 0.08 -0.08 0.20
O -0.050 1.364 -0.431 -0.17 -0.33 0.28 -0.59
H 0.459 -1.381 1.169 0.17 0.15 -0.19 0.19
C -0.272 0.466 0.342 0.12 0.27 -0.23 0.76
H -2.534 1.749 0.041 0.01 -0.18 0.02 0.20
H 2.171 -1.784 -0.871 -0.05 0.11 0.11 0.16
C 2.130 -0.686 -0.853 0.06 -0.08 -0.21 -0.26
H -2.444 0.427 -1.147 -0.05 0.06 0.17 0.19
H 1.294 -0.344 -1.473 0.11 -0.04 0.10 0.18
H 3.052 -0.294 -1.289 -0.12 -0.07 0.14 0.20
```
Positions in Å, forces in eV/Å.

2S+1 = 1
HOMO-LUMO gap = 0.4012 Eh
SMILES string = COCC(=O)OC

=====

No. 6
DFT (ωB97M-V with the def2-TZVPD basis set) results for one molecule with the formula C4H8O3.

Geometry as XYZ:
```
15
Properties=species:S:1:pos:R:3:forces:R:3:nbo_charge:R:1
H 0.522 -0.991 1.791 -0.38 0.58 -0.17 0.24
C 0.299 -0.071 -0.187 -0.28 0.45 -0.27 0.79
H -1.989 -0.968 2.171 0.00 0.14 -0.20 0.20
H -1.804 0.989 0.138 -0.37 0.08 0.32 0.51
H 1.798 1.307 -1.795 0.04 -0.16 0.03 0.20
H -2.095 -1.135 0.381 0.17 -0.26 0.07 0.20
C 2.028 0.242 -1.714 0.13 0.06 -0.22 -0.26
C -1.639 -0.591 1.208 -0.62 0.34 -0.10 -0.09
H 1.534 -0.286 -2.533 0.07 0.05 0.13 0.20
O -0.461 0.423 -1.015 0.40 -0.26 -0.01 -0.68
H 3.104 0.078 -1.747 -0.15 0.00 0.02 0.20
O -2.078 0.815 1.070 -1.36 -0.44 -0.52 -0.73
O 1.595 -0.266 -0.446 -0.19 -0.03 0.15 -0.49
H -0.665 0.813 1.489 2.86 -1.64 0.38 0.36
C -0.150 -0.359 1.188 -0.32 1.09 0.40 -0.64
```
Positions in Å, forces in eV/Å.

2S+1 = 1
HOMO-LUMO gap = 0.3974 Eh
SMILES string = COC(=O)CCO

=====

Computed electronic energy (hartree) in order:
-596.94971, -597.09980, -382.80727, -382.89101, -382.91147, -382.86662
Computed energy relative to the best compared isomer or geometry (same formula, charge and spin) (kcal per mole) in order:
148.3, 54.1, 98.9, 46.3, 33.5, 61.6